Computed, not measured: a 2-piece molecular cluster, C9H14 overall, with the ωB97M-V functional and the def2-TZVPD basis.

Output
Net charge: 0
SMILES: Cc1ccccc1.CC
Orbital gap, Ha: 0.365
Energy above the lowest of the compared OMol25 structures with the same formula, charge and spin, kJ/mol: 101.0
HOMO, eV: -8.971

Element x y z (Å)
1 C 0.274 -0.972 2.216
2 C -0.046 -1.489 0.850
3 C 1.009 -1.675 -0.071
4 C 0.701 -1.962 -1.355
5 C -0.598 -2.338 -1.838
6 C -1.579 -2.344 -0.858
7 C -1.305 -1.773 0.393
8 H 1.153 -1.551 2.523
9 H -0.522 -0.956 2.945
10 H 0.662 0.049 2.144
11 H 2.037 -1.567 0.271
12 H 1.320 -1.963 -2.242
13 H -0.602 -2.585 -2.886
14 H -2.590 -2.594 -1.153
15 H -2.237 -1.699 0.951
16 C -0.030 3.112 -0.966
17 C 0.501 3.299 0.456
18 H -0.810 2.350 -0.982
19 H -0.302 4.029 -1.486
20 H 0.820 2.682 -1.499
21 H 0.061 4.086 1.068
22 H 1.566 3.532 0.574
23 H 0.517 2.331 0.945

Atom charges from the natural (NBO) analysis, given in e for atoms 1 to 4: number 1, C, carries -0.63; number 2, C, carries 0.00; number 3, C, carries -0.23; number 4, C, carries -0.20